(1)
# C5H8O2

A cluster of 3 separate species, C5H8O2 in total (the ωB97M-V functional and the def2-TZVPD basis, the Open Molecules 2025 dataset).

Last columns: bonded neighbours and bond lengths (Å).
CARTESIAN COORDINATES (ANGSTROEM)
1 C -1.19497 -0.55577 -0.44399  C2 1.443, H9 1.087, H10 1.092
2 C -0.37100 0.55222 -0.02544  C1 1.443, O3 1.285, C4 1.546, C6 1.764
3 O -0.85826 1.70974 -0.29884  C2 1.285
4 C 0.64589 0.29387 1.10985  C2 1.546, C5 1.541, H12 1.091, H13 1.094
5 C 1.62762 -0.51571 0.24102  C4 1.541, C6 1.515, H14 1.094, H15 1.097
6 C 0.89863 -0.14280 -1.03361  C2 1.764, C5 1.515, O7 1.183
7 O 1.14853 -0.03935 -2.18498  C6 1.183
8 H -2.53768 0.36797 0.07726  no bonds
9 H -1.58381 -0.51182 -1.45765  C1 1.087
10 H -1.09481 -1.55447 -0.01342  C1 1.092
11 H -2.22429 1.19731 -0.01660  no bonds
12 H 1.06208 1.25028 1.43002  C4 1.091
13 H 0.23864 -0.23675 1.97546  C4 1.094
14 H 2.67880 -0.21453 0.25040  C5 1.094
15 H 1.56463 -1.60017 0.39055  C5 1.097

Computed properties:
HOMO: -0.334 hartree
Calculated total energy: -345.61278 Ha
ΔE to the lowest compared entry with this formula, charge and spin: 120.6 kcal per mole

***

(2)
# C5H8O2

An isolated molecule of C5H8O2 (the ωB97M-V functional and the def2-TZVPD basis, the Open Molecules 2025 dataset).

Last columns: bonded neighbours and bond lengths (Å).
CARTESIAN COORDINATES (ANGSTROEM)
1 C -0.33300 0.87519 -1.30775  C2 1.519, O7 1.420, H8 1.103, H9 1.098
2 C -1.33513 -0.11119 -0.73259  C1 1.519, O3 1.419, H10 1.104, H11 1.098
3 O -0.70545 -1.26984 -0.20900  C2 1.419, C4 1.413
4 C 0.51616 -1.08083 0.47463  O3 1.413, C5 1.506, C6 1.506, H12 1.091
5 C 0.55941 -0.20219 1.69684  C4 1.506, C6 1.520, H13 1.085, H14 1.092
6 C 1.21947 0.24944 0.40441  C4 1.506, C5 1.520, O7 1.411, H15 1.093
7 O 0.63807 1.28532 -0.35630  C1 1.420, C6 1.411
8 H 0.13433 0.43624 -2.20514  C1 1.103
9 H -0.88543 1.77358 -1.61147  C1 1.098
10 H -1.97007 0.38010 0.02489  C2 1.104
11 H -1.98847 -0.43235 -1.55514  C2 1.098
12 H 1.07589 -2.01627 0.44174  C4 1.091
13 H -0.38123 0.28258 1.93768  C5 1.085
14 H 1.14884 -0.47394 2.57498  C5 1.092
15 H 2.30975 0.32978 0.38845  C6 1.093

Computed properties:
Structure (SMILES): C1CO[C@@H]2C[C@@H]2O1
HOMO: -0.337 hartree
Calculated total energy: -345.72310 Ha
ΔE to the lowest compared entry with this formula, charge and spin: 51.4 kcal per mole

***

(3)
# C5H8O2

A cluster of 2 separate species, C5H8O2 in total (the ωB97M-V functional and the def2-TZVPD basis, the Open Molecules 2025 dataset).

Last columns: bonded neighbours and bond lengths (Å).
CARTESIAN COORDINATES (ANGSTROEM)
1 O 0.31553 -0.85879 2.05382  C2 1.198
2 C -0.37212 -0.64970 1.09568  O1 1.198, C3 1.550, C6 1.523
3 C -1.32729 0.50323 0.69582  C2 1.550, C4 1.529, H7 1.094, H8 1.093
4 C -1.82234 -0.43501 -0.40542  C3 1.529, O5 1.414, C6 1.477, H9 1.084
5 O -0.70689 -0.69506 -1.23385  C4 1.414, C6 1.431
6 C -0.86278 -1.50522 -0.06519  C2 1.523, C4 1.477, O5 1.431, H10 1.084
7 H -2.04228 0.69447 1.50206  C3 1.094
8 H -0.87844 1.43656 0.34733  C3 1.093
9 H -2.81501 -0.53893 -0.82878  C4 1.084
10 H -0.90354 -2.58167 -0.18991  C6 1.084
11 C 2.24148 0.94594 -0.58588  H12 1.092, H13 1.092, H14 1.092, H15 1.092
12 H 1.61739 1.49288 -1.29557  C11 1.092
13 H 2.19610 1.42686 0.39358  C11 1.092
14 H 3.27547 0.93008 -0.93744  C11 1.092
15 H 1.86992 -0.07738 -0.50156  C11 1.092

Computed properties:
Structure (SMILES): O=C1C[C@H]2O[C@@H]12.C
HOMO: -0.358 hartree
Calculated total energy: -345.70642 Ha
ΔE to the lowest compared entry with this formula, charge and spin: 61.8 kcal per mole

***

(4)
# C5H8O2

An isolated molecule of C5H8O2 (the ωB97M-V functional and the def2-TZVPD basis, the Open Molecules 2025 dataset).

Last columns: bonded neighbours and bond lengths (Å).
CARTESIAN COORDINATES (ANGSTROEM)
1 C -0.49330 -1.48291 0.63394  C2 1.524, H8 1.094, H9 1.093, H10 1.095
2 C -0.05312 -0.27559 -0.18480  C1 1.524, O3 1.406, C4 1.535, C7 1.539
3 O -0.59539 -0.41994 -1.47347  C2 1.406, H11 0.972
4 C -0.58206 1.04214 0.39817  C2 1.535, O5 1.419, H12 1.098, H13 1.094
5 O -0.43274 2.08932 -0.54765  C4 1.419, H14 0.966
6 C 2.36143 -1.16945 -0.26813  C7 1.301
7 C 1.48356 -0.21002 -0.23900  C2 1.539, C6 1.301, H15 1.098
8 H -1.57752 -1.45431 0.78057  C1 1.094
9 H 0.00588 -1.50795 1.60582  C1 1.093
10 H -0.24163 -2.39971 0.09063  C1 1.095
11 H -0.63270 0.47561 -1.84822  O3 0.972
12 H -0.09450 1.28156 1.35203  C4 1.098
13 H -1.65876 0.94356 0.56387  C4 1.094
14 H 0.50076 2.33398 -0.59898  O5 0.966
15 H 2.01011 0.75371 -0.26477  C7 1.098

Computed properties:
HOMO: -0.382 hartree
Calculated total energy: -345.64712 Ha
ΔE to the lowest compared entry with this formula, charge and spin: 99.0 kcal per mole

***

(5)
# C5H8O2

An isolated molecule of C5H8O2 (the ωB97M-V functional and the def2-TZVPD basis, the Open Molecules 2025 dataset).

Last columns: bonded neighbours and bond lengths (Å).
CARTESIAN COORDINATES (ANGSTROEM)
1 O 0.73349 -1.08939 1.19098  C2 1.418, C7 1.394
2 C -0.41460 -1.40644 0.42211  O1 1.418, C3 1.510, H9 1.093, H10 1.091
3 C -1.10149 -0.21693 -0.20415  C2 1.510, C4 1.521, H11 1.089, H12 1.096
4 C -0.05318 0.63141 -0.90783  C3 1.521, O5 1.405, C6 1.488, H13 1.113
5 O -0.69730 1.73233 -1.49682  C4 1.405, H14 0.968
6 C 1.15258 1.01423 -0.12523  C4 1.488, C7 1.438
7 C 1.35561 0.14354 1.00094  O1 1.394, C6 1.438, H8 1.140, H15 1.083
8 H 0.93418 0.99060 1.63681  C7 1.140
9 H -1.07122 -1.98689 1.07483  C2 1.093
10 H -0.11211 -2.06417 -0.39412  C2 1.091
11 H -1.61706 0.40161 0.52959  C3 1.089
12 H -1.83401 -0.58749 -0.92974  C3 1.096
13 H 0.39306 -0.02103 -1.69206  C4 1.113
14 H -0.02214 2.42528 -1.51135  O5 0.968
15 H 2.35420 0.03336 1.40605  C7 1.083

Computed properties:
HOMO: -0.333 hartree
Calculated total energy: -345.65268 Ha
ΔE to the lowest compared entry with this formula, charge and spin: 95.6 kcal per mole

***

(6)
# C5H8O2

A cluster of 2 separate species, C5H8O2 in total (the ωB97M-V functional and the def2-TZVPD basis, the Open Molecules 2025 dataset).

Last columns: bonded neighbours and bond lengths (Å).
CARTESIAN COORDINATES (ANGSTROEM)
1 C -0.41578 -0.40104 1.80911  C2 1.519, H8 1.093, H9 1.094, H10 1.092
2 C 0.48077 -0.13756 0.61112  C1 1.519, O3 1.411, C6 1.482, H13 1.107
3 O 1.81096 -0.02040 1.06611  C2 1.411, H11 0.967
4 C -0.53338 -1.54888 -1.63979  O5 1.306, H12 1.125
5 O 0.04620 -0.72853 -2.47494  C4 1.306, H14 0.982
6 C 0.06980 1.06449 -0.15244  C2 1.482, C7 1.208
7 C -0.22516 2.02251 -0.82673  C6 1.208, H15 1.070
8 H -0.17212 -1.38432 2.21918  C1 1.093
9 H -1.46982 -0.38991 1.51527  C1 1.094
10 H -0.24591 0.35959 2.57457  C1 1.092
11 H 2.37401 0.06478 0.28512  O3 0.967
12 H -1.36686 -0.98111 -1.14030  C4 1.125
13 H 0.41525 -1.02363 -0.04920  C2 1.107
14 H -0.28647 0.19394 -2.43086  O5 0.982
15 H -0.48147 2.91007 -1.36623  C7 1.070

Computed properties:
HOMO: -0.326 hartree
Calculated total energy: -345.60081 Ha
ΔE to the lowest compared entry with this formula, charge and spin: 128.1 kcal per mole

***

(7)
# C5H8O2

A cluster of 2 separate species, C5H8O2 in total at a distorted geometry (the ωB97M-V functional and the def2-TZVPD basis, the Open Molecules 2025 dataset).

Last columns: bonded neighbours and bond lengths (Å).
CARTESIAN COORDINATES (ANGSTROEM)
1 O -1.14454 1.54126 0.69408  C2 1.203
2 C -0.67635 1.21577 -0.36468  O1 1.203, C3 1.481, C4 1.458
3 C -0.29908 0.13279 -1.30147  C2 1.481, C4 1.552, H5 1.089, H6 1.088
4 C -0.56278 1.58929 -1.76909  C2 1.458, C3 1.552, H7 1.084, H8 1.085
5 H 0.72290 -0.21979 -1.43192  C3 1.089
6 H -1.03926 -0.64420 -1.48319  C3 1.088
7 H -1.50658 1.81262 -2.25230  C4 1.084
8 H 0.30504 2.14187 -2.11516  C4 1.085
9 C 1.15148 -0.27143 1.13290  C10 1.336, H12 1.125, H13 1.095
10 C 0.05847 -0.98110 1.42630  C9 1.336, O11 1.344, H14 1.093
11 O -0.14185 -2.26374 1.08016  C10 1.344, H15 0.962
12 H 1.20091 -0.07602 2.23953  C9 1.125
13 H 1.88602 -0.75187 0.47836  C9 1.095
14 H -0.76576 -0.44041 1.89740  C10 1.093
15 H -0.82098 -2.59352 1.67657  O11 0.962

Computed properties:
Structure (SMILES): O=C1CC1.C=CO
HOMO: -0.306 hartree
Calculated total energy: -345.61747 Ha
ΔE to the lowest compared entry with this formula, charge and spin: 117.6 kcal per mole

***

(8)
# C5H8O2

An isolated molecule of C5H8O2 (the ωB97M-V functional and the def2-TZVPD basis, the Open Molecules 2025 dataset).

Last columns: bonded neighbours and bond lengths (Å).
CARTESIAN COORDINATES (ANGSTROEM)
1 O -1.58456 -1.24473 -0.96132  C2 1.413, H8 0.968
2 C -0.52197 -0.86227 -0.11283  O1 1.413, C3 1.533, C6 1.520, H9 1.093
3 C 0.82092 -0.82167 -0.85031  C2 1.533, C4 1.534, H10 1.098, H11 1.091
4 C 0.88420 0.57371 -1.48425  C3 1.534, O7 1.309
5 C 0.36211 0.99923 1.40662  C6 1.525, H12 1.094, H13 1.092, H14 1.091
6 C -0.60693 0.59787 0.29982  C2 1.520, C5 1.525, O7 1.484, H15 1.093
7 O -0.06283 1.26917 -0.90681  C4 1.309, C6 1.484
8 H -1.54699 -0.68880 -1.75229  O1 0.968
9 H -0.56453 -1.53798 0.74529  C2 1.093
10 H 1.67170 -0.99858 -0.17964  C3 1.098
11 H 0.89837 -1.55625 -1.65266  C3 1.091
12 H 1.36554 1.05389 0.97350  C5 1.094
13 H 0.38541 0.27999 2.22821  C5 1.092
14 H 0.13229 1.99267 1.79371  C5 1.091
15 H -1.63273 0.94374 0.45297  C6 1.093

Computed properties:
HOMO: -0.316 hartree
Calculated total energy: -345.69680 Ha
ΔE to the lowest compared entry with this formula, charge and spin: 67.9 kcal per mole

***

(9)
# C5H8O2

An isolated molecule of C5H8O2 (the ωB97M-V functional and the def2-TZVPD basis, the Open Molecules 2025 dataset).

Last columns: bonded neighbours and bond lengths (Å).
CARTESIAN COORDINATES (ANGSTROEM)
1 C -1.29254 -0.06445 -0.56210  C2 1.506, H8 1.088, H9 1.100, H10 1.098
2 C 0.16775 -0.01478 -0.19563  C1 1.506, O3 1.438, C6 1.495, C7 1.498
3 O 0.42824 -0.94977 0.86544  C2 1.438, C4 1.341
4 C -0.45454 -1.07029 1.86708  O3 1.341, O5 1.204, H11 1.097
5 O -1.26836 -0.26444 2.23981  C4 1.204
6 C 0.95727 1.25358 -0.26023  C2 1.495, C7 1.510, H12 1.088, H13 1.084
7 C 1.32436 0.08409 -1.14249  C2 1.498, C6 1.510, H14 1.087, H15 1.088
8 H -1.60775 0.76304 -1.19395  C1 1.088
9 H -1.82951 0.05905 0.38978  C1 1.100
10 H -1.52564 -1.01068 -1.06749  C1 1.098
11 H -0.35887 -2.06920 2.30956  C4 1.097
12 H 0.46362 2.10087 -0.73090  C6 1.088
13 H 1.62143 1.50503 0.55871  C6 1.084
14 H 1.14701 0.13331 -2.21394  C7 1.087
15 H 2.22754 -0.45536 -0.86366  C7 1.088

Computed properties:
Structure (SMILES): CC1(OC=O)CC1
HOMO: -0.374 hartree
Calculated total energy: -345.75695 Ha
ΔE to the lowest compared entry with this formula, charge and spin: 30.1 kcal per mole